241
Properties=species:S:1:pos:R:3:forces:R:3:lowdin_charge:R:1 method="wB97M-V/def2-TZVPD" e_lumo_ev=0.521 multiplicity=1
C 5.019 2.516 0.361 -0.09 0.78 -0.85 -0.0575
C 3.775 3.352 0.657 -0.28 -2.37 -1.88 -0.2997
O 3.287 3.919 -0.556 1.26 -0.73 -0.02 -0.0546
H 4.798 1.683 -0.298 -0.16 -0.20 -0.01 0.0535
H 5.384 2.142 1.295 0.43 -0.31 0.44 0.0368
H 5.807 3.113 -0.151 -0.52 -0.19 0.47 0.0942
H 4.046 4.079 1.333 0.36 1.91 1.72 0.0796
H 3.003 2.683 1.095 0.33 0.43 0.06 0.0965
H 2.462 4.320 -0.363 -1.29 0.90 0.11 0.0139
C 5.225 -5.178 1.759 0.10 -0.31 -1.39 -0.0775
C 5.661 -4.445 2.982 -0.68 -0.11 0.33 -0.3114
O 5.283 -3.097 2.853 -0.22 0.43 -0.23 -0.1145
H 5.623 -6.179 1.801 0.47 -0.44 -0.18 0.0735
H 5.548 -4.691 0.813 0.11 -0.23 0.62 0.0819
H 4.163 -5.357 1.630 -0.44 0.46 0.46 0.0563
H 6.727 -4.513 3.106 0.71 -0.11 -0.02 0.1019
H 5.214 -4.958 3.856 -0.01 0.49 -0.07 0.1248
H 5.659 -2.572 3.578 0.25 -0.18 -0.02 0.0520
C -3.934 -6.387 0.126 0.17 0.33 0.60 -0.0941
C -3.264 -5.480 -0.913 0.26 0.60 0.63 -0.3054
O -3.031 -4.155 -0.364 -0.31 -1.27 0.26 -0.1150
H -4.517 -7.135 -0.429 0.33 -0.16 0.35 0.0641
H -4.686 -5.788 0.715 0.92 -0.61 -0.35 0.0733
H -3.141 -6.880 0.799 -1.48 0.76 -0.87 0.0939
H -3.894 -5.365 -1.808 0.19 -0.23 0.14 0.1091
H -2.296 -5.940 -1.167 -0.28 0.21 -0.32 0.1043
H -2.859 -3.586 -1.117 0.27 0.46 -0.43 0.0148
C -2.965 4.744 4.480 -0.82 -0.82 -0.12 -0.0807
C -3.897 5.317 3.410 -0.70 0.20 -1.36 -0.2755
O -3.579 4.710 2.115 0.98 -0.29 1.70 -0.1157
H -3.304 5.094 5.448 -0.27 -0.03 0.32 0.0676
H -1.977 5.178 4.383 0.31 -0.24 -0.38 0.0540
H -2.933 3.619 4.500 0.05 1.11 -0.18 0.0747
H -3.653 6.380 3.316 -0.15 0.10 0.11 0.0972
H -5.026 5.282 3.584 1.51 -0.43 0.18 0.1262
H -4.233 4.818 1.441 -0.87 0.39 -0.22 0.0333
C 0.508 0.229 -0.888 -2.22 1.11 1.06 -0.0748
C 1.939 0.382 -0.529 0.75 0.16 0.35 -0.3127
O 2.267 -0.616 0.422 -0.09 -0.31 -0.23 -0.0969
H 0.194 1.065 -1.518 0.05 -0.10 -0.35 0.0559
H -0.206 0.328 -0.004 1.14 -0.14 -0.63 0.0908
H 0.205 -0.703 -1.344 0.45 -0.29 -0.30 0.0471
H 2.173 1.339 -0.039 -0.48 0.11 -0.50 0.0808
H 2.574 0.350 -1.441 -0.18 -0.28 0.40 0.1271
H 3.222 -0.718 0.404 0.58 -0.32 0.04 0.0368
C 1.596 1.941 -4.638 -1.23 -0.30 0.07 -0.0467
C 0.597 1.007 -5.295 0.32 0.14 -0.22 -0.4831
C -0.788 1.598 -5.276 0.90 -0.88 -1.30 -0.2066
O -1.645 0.526 -5.731 -0.51 1.60 0.73 -0.1906
C -2.945 1.079 -5.822 -2.15 -0.57 -0.70 -0.1430
N 1.086 0.740 -6.641 0.26 -1.28 -0.59 0.0378
H 1.705 2.846 -5.216 -0.08 0.41 0.02 0.0875
H 2.552 1.490 -4.536 0.95 -0.49 0.08 0.0623
H 1.192 2.097 -3.649 0.26 0.62 0.51 0.0571
H 0.489 0.110 -4.678 0.25 -0.33 0.07 0.1249
H -0.831 2.447 -6.002 -0.20 -0.33 0.66 0.1477
H -0.956 1.896 -4.238 -0.62 0.04 -0.12 0.1043
H -3.686 0.286 -6.186 1.16 0.74 0.66 0.1019
H -3.009 1.858 -6.628 0.27 -0.29 0.76 0.0930
H -3.360 1.488 -4.845 0.71 -0.45 -1.00 0.0793
H 0.505 0.043 -7.186 1.00 0.98 1.15 0.0985
H 2.056 0.378 -6.492 -1.22 0.19 -0.79 0.0613
C 3.431 -2.107 -5.185 0.85 1.32 -0.73 -0.0371
C 3.110 -3.258 -6.112 -3.25 0.46 0.40 -0.4744
C 2.974 -2.795 -7.538 1.35 0.20 0.11 -0.1894
O 4.319 -2.395 -7.909 -0.79 -0.90 -0.96 -0.1935
C 4.394 -2.056 -9.286 0.99 1.65 1.00 -0.1043
N 4.028 -4.338 -6.017 1.50 0.40 1.03 0.0465
H 2.942 -1.118 -5.350 -0.36 -1.09 -0.04 0.0744
H 4.469 -1.805 -5.240 0.66 -0.19 -0.54 0.0769
H 3.367 -2.375 -4.178 -0.74 -0.55 1.69 0.0334
H 2.085 -3.699 -5.823 1.25 0.82 -0.25 0.1560
H 2.357 -1.927 -7.641 -0.73 0.66 0.01 0.0979
H 2.518 -3.604 -8.120 0.55 -0.01 -0.45 0.1284
H 5.374 -1.584 -9.479 -0.25 -0.42 0.24 0.0959
H 3.681 -1.269 -9.465 -0.59 0.31 -0.42 0.0780
H 4.261 -2.844 -9.985 -0.29 -1.09 -0.38 0.0729
H 3.657 -5.062 -6.608 0.79 -0.39 -0.41 0.0865
H 4.960 -3.938 -6.273 -1.00 -1.23 -0.19 0.1102
C 5.510 0.565 3.452 -0.85 2.17 -0.15 -0.0626
C 5.196 -0.135 4.736 0.92 -2.87 -0.15 -0.4733
C 6.450 -0.808 5.394 -0.30 0.10 -0.35 -0.1620
O 6.925 -1.936 4.675 0.12 0.08 -0.59 -0.2474
C 8.218 -2.392 5.006 1.03 0.30 -0.13 -0.1005
N 4.647 0.684 5.755 0.39 1.02 0.58 0.0649
H 5.978 -0.023 2.684 0.23 -0.55 -0.11 0.0659
H 6.114 1.496 3.582 -0.19 -0.58 0.10 0.0956
H 4.523 0.903 3.043 0.69 -0.23 0.08 0.0811
H 4.438 -0.876 4.416 0.56 -0.14 0.33 0.0881
H 6.185 -1.184 6.381 -0.05 0.46 0.36 0.1200
H 7.251 -0.050 5.436 -0.21 -0.15 0.28 0.1255
H 8.658 -2.863 4.105 -0.25 0.35 0.35 0.0883
H 8.216 -3.178 5.779 -0.19 0.39 0.05 0.0878
H 8.908 -1.546 5.328 -0.90 -0.91 -0.34 0.1065
H 3.889 0.285 6.279 -0.26 -0.13 -0.16 0.0753
H 4.405 1.555 5.347 -0.61 0.91 0.07 0.0499
C 0.431 8.422 0.118 -0.15 0.44 0.66 -0.0636
C 0.787 7.261 1.055 0.17 1.03 -0.34 -0.4591
C 0.160 5.936 0.673 1.62 -0.80 0.46 -0.1851
O 0.604 5.634 -0.640 0.62 -1.02 -0.25 -0.1887
C 0.076 4.395 -1.085 -1.06 0.62 -1.08 -0.0969
N 2.255 7.291 1.116 -0.19 -1.01 -0.22 0.0421
H -0.659 8.474 -0.052 0.43 0.20 0.14 0.0772
H 0.886 8.110 -0.834 -0.06 0.75 0.05 0.0718
H 0.842 9.418 0.546 -0.67 -1.74 -1.00 0.1098
H 0.458 7.423 2.054 -0.53 0.50 0.99 0.1132
H -0.925 5.908 0.666 -0.35 0.21 0.39 0.1225
H 0.572 5.201 1.467 -0.76 0.62 -1.31 0.1259
H 0.285 3.553 -0.476 0.91 -0.85 0.96 0.0664
H 0.320 4.127 -2.139 0.22 0.69 0.75 0.1115
H -1.001 4.472 -1.012 -0.51 -0.02 -0.19 0.0540
H 2.562 6.466 1.658 0.19 0.51 -0.77 0.0600
H 2.571 7.237 0.133 0.23 -0.36 0.93 0.0843
C 2.722 -3.138 5.071 -1.16 -0.50 0.58 -0.0516
C 2.353 -2.793 3.648 1.23 -0.58 -1.57 -0.4414
C 1.062 -3.429 3.120 -0.53 -0.43 -0.31 -0.1525
O 1.045 -4.890 3.276 -0.13 1.08 -0.41 -0.1966
C 0.862 -5.652 2.085 1.07 0.22 -0.05 -0.1136
N 2.492 -1.352 3.431 -0.92 0.95 -1.86 0.0668
H 2.802 -4.224 5.210 0.06 0.21 -0.15 0.0789
H 1.911 -2.821 5.756 0.41 0.09 -0.11 0.0865
H 3.658 -2.672 5.365 0.05 0.09 -0.02 0.0594
H 3.158 -3.229 3.015 -0.50 0.23 0.40 0.1138
H 0.859 -3.165 2.049 0.47 -0.13 0.76 0.1295
H 0.244 -2.995 3.698 -0.42 -0.25 0.12 0.1083
H 0.938 -6.691 2.396 0.20 -0.12 0.01 0.0804
H 1.671 -5.437 1.333 -0.63 -0.14 0.55 0.0744
H -0.104 -5.572 1.586 -0.25 0.57 0.15 0.0742
H 1.812 -0.737 3.846 -0.42 -0.19 1.65 0.0343
H 2.213 -1.044 2.468 0.97 -1.12 0.32 0.0655
C -6.019 -1.279 -2.684 -0.66 0.65 1.02 -0.0571
C -4.727 -1.704 -2.041 -0.31 0.29 0.07 -0.4063
C -3.687 -1.798 -3.143 0.52 -2.03 -0.99 -0.1642
O -2.528 -2.381 -2.544 0.15 -0.48 0.39 -0.2462
C -1.233 -2.317 -3.150 -0.29 1.95 2.22 -0.0506
N -4.323 -0.755 -0.965 -0.36 0.10 -0.97 0.0855
H -6.238 -1.815 -3.569 0.13 -0.56 -1.21 0.0642
H -6.068 -0.205 -2.887 0.08 -0.06 0.04 0.0800
H -6.822 -1.575 -2.025 -0.43 0.40 0.39 0.0713
H -4.929 -2.697 -1.592 0.50 0.16 -0.37 0.1285
H -3.463 -0.863 -3.664 0.01 0.26 0.38 0.1132
H -4.056 -2.535 -3.969 0.35 1.15 1.28 0.1570
H -0.527 -2.742 -2.404 -0.53 -0.05 -0.60 0.0854
H -0.991 -1.224 -3.172 0.14 -0.79 -0.73 0.0828
H -1.169 -2.817 -4.080 0.04 -0.39 -1.08 0.0790
H -5.080 -0.575 -0.304 -0.15 -0.30 -0.26 0.0634
H -3.592 -1.197 -0.451 0.70 -0.20 0.47 0.0629
C 0.439 2.358 2.789 -0.19 -0.61 -0.32 -0.0263
C 1.231 2.403 4.080 0.09 1.05 -0.81 -0.4603
C 1.076 3.752 4.781 -1.10 0.70 -0.84 -0.1571
O 1.494 4.807 3.883 -0.86 -2.89 -0.63 -0.2141
C 1.806 5.962 4.520 0.58 0.42 1.04 -0.1430
N 0.950 1.242 4.878 -0.76 0.22 2.09 0.0536
H 0.775 1.560 2.104 0.11 0.23 0.30 0.0768
H 0.421 3.301 2.243 0.12 -0.07 0.18 0.0549
H -0.578 2.092 3.063 -0.43 0.15 -0.10 0.0630
H 2.273 2.387 3.863 1.18 -0.15 -0.50 0.1098
H 1.752 3.738 5.630 -0.07 0.21 0.55 0.1128
H 0.007 3.976 5.062 0.90 -0.40 0.15 0.1361
H 2.520 5.705 5.324 -0.08 0.80 -0.07 0.1013
H 0.938 6.488 4.902 -0.37 0.11 0.50 0.0897
H 2.221 6.579 3.760 0.77 0.87 -0.28 0.0629
H -0.081 1.184 4.952 0.55 -0.22 0.18 0.0599
H 1.293 1.428 5.867 -0.52 -0.53 -1.52 0.1047
C -7.652 2.471 1.475 0.21 -1.45 -0.72 -0.0429
C -8.629 2.184 0.297 0.89 0.29 -1.06 -0.3817
C -7.975 1.987 -1.125 -1.56 2.49 0.19 -0.1674
O -7.499 3.262 -1.595 0.56 -0.32 0.39 -0.2142
C -7.233 3.361 -3.001 0.38 0.32 1.02 -0.0857
N -9.356 0.918 0.525 -0.22 0.32 1.45 0.0154
H -8.213 2.396 2.410 0.05 0.39 0.01 0.0730
H -7.095 3.395 1.398 -0.31 0.43 -0.11 0.0669
H -6.869 1.686 1.533 -0.46 0.16 -0.16 0.0664
H -9.324 3.035 0.222 0.17 -0.18 -0.03 0.1336
H -8.764 1.743 -1.854 -0.08 -0.56 0.44 0.1194
H -7.265 1.203 -1.090 1.15 -0.71 -0.03 0.0909
H -7.728 2.534 -3.494 -0.43 0.18 -0.59 0.0775
H -6.167 3.282 -3.233 0.06 -0.22 0.27 0.0600
H -7.533 4.383 -3.288 -0.30 -0.63 -0.23 0.0927
H -9.354 0.801 1.555 -0.33 -0.19 -0.83 0.0855
H -10.333 1.068 0.262 0.36 -0.34 0.04 0.0895
C -2.797 3.786 -3.009 -2.25 -0.89 0.02 -0.0304
C -3.167 2.776 -1.931 -1.24 -0.28 0.73 -0.4685
C -3.806 3.452 -0.728 -1.86 -0.65 0.00 -0.0519
O -4.047 1.746 -2.413 0.06 0.99 -0.99 -0.0853
H -2.317 3.250 -3.791 0.72 0.06 -0.66 0.0313
H -2.246 4.600 -2.595 0.52 0.44 -0.01 0.0567
H -3.745 4.170 -3.444 0.46 -0.01 0.27 0.0975
H -2.323 2.236 -1.587 1.50 -0.23 0.32 0.1108
H -3.844 2.847 0.214 0.21 0.41 -0.89 0.0917
H -4.850 3.748 -0.991 0.38 -0.62 0.07 0.0899
H -3.379 4.396 -0.559 1.19 1.21 0.64 0.0381
H -4.017 0.987 -1.812 0.02 -0.42 0.30 0.0271
C 5.915 -1.114 -2.003 0.89 0.87 0.64 -0.0369
C 6.038 -1.861 -0.675 -0.33 0.21 -0.37 -0.4918
C 7.376 -1.711 -0.050 1.48 0.67 0.68 -0.0631
O 5.069 -1.403 0.297 -0.34 -0.45 -0.02 -0.0833
H 6.747 -1.385 -2.694 -0.13 0.39 0.83 0.0976
H 5.918 -0.029 -1.748 -0.08 -0.56 -0.74 0.0887
H 5.068 -1.430 -2.574 -1.03 0.18 0.00 0.0409
H 5.860 -2.868 -1.001 -0.24 -1.12 0.59 0.1106
H 7.428 -2.263 0.886 -0.22 0.19 0.34 0.0710
H 7.613 -0.637 0.131 -0.37 -0.60 0.12 0.1006
H 8.241 -2.083 -0.589 -0.14 -0.22 -0.71 0.0778
H 5.064 -1.958 1.127 0.38 0.33 -1.05 0.0849
C -4.413 0.754 3.461 -0.16 0.04 -1.07 -0.0455
C -3.103 0.085 3.915 -0.94 -1.35 -0.23 -0.4771
C -2.184 -0.417 2.779 0.78 0.96 0.70 -0.0348
O -2.463 0.915 4.871 1.12 0.47 -0.66 -0.0674
H -4.983 1.004 4.366 -0.01 0.17 -0.24 0.0747
H -5.084 0.093 2.835 0.86 0.49 0.60 0.0728
H -4.216 1.685 2.856 -0.13 -0.79 0.70 0.0871
H -3.376 -0.814 4.493 -0.16 -0.10 -0.34 0.1323
H -2.606 -1.288 2.286 -0.24 0.07 -0.06 0.0671
H -1.194 -0.726 3.170 -0.51 0.07 0.06 0.0736
H -1.954 0.372 2.049 -0.32 -0.15 0.03 0.0657
H -3.090 1.033 5.577 -0.21 0.16 0.41 0.0795
C 3.592 -6.207 -2.159 -0.64 -1.53 -0.61 -0.0630
C 2.414 -5.335 -2.387 -1.31 1.01 -0.42 -0.4525
C 2.545 -3.977 -1.695 -0.78 -0.87 1.48 -0.0412
O 2.167 -5.190 -3.833 -1.27 -0.24 2.29 -0.0671
H 4.470 -5.772 -2.577 0.91 0.46 -0.11 0.0740
H 3.409 -7.151 -2.720 0.25 0.37 0.53 0.0996
H 3.703 -6.424 -1.107 0.27 -0.08 0.30 0.0742
H 1.512 -5.800 -1.934 0.34 0.06 -0.63 0.1395
H 3.477 -3.490 -1.814 0.96 0.69 -0.81 0.0482
H 2.515 -4.096 -0.590 -0.06 -0.36 -0.41 0.0757
H 1.694 -3.338 -1.871 -0.07 0.37 -0.53 0.0589
H 3.022 -5.169 -4.219 1.47 0.25 -1.02 0.0070
C -8.301 -2.842 1.359 -0.92 -1.51 0.66 -0.0636
C -7.109 -1.989 1.767 -1.35 1.20 -0.30 -0.4988
C -5.822 -2.762 1.672 -1.21 -0.88 -0.83 -0.0495
O -7.061 -0.905 0.855 1.73 0.62 -0.83 -0.1104
H -8.100 -3.588 0.538 0.09 0.96 0.70 0.0980
H -9.162 -2.230 1.061 0.28 0.04 -0.03 0.0700
H -8.681 -3.439 2.222 0.36 0.24 -0.49 0.0854
H -7.281 -1.480 2.771 0.28 -1.15 -0.65 0.1499
H -5.738 -3.245 0.671 -0.12 0.37 0.60 0.0847
H -5.922 -3.553 2.402 0.56 -0.29 0.32 0.0871
H -4.965 -2.159 1.798 1.00 0.60 0.49 0.0421
H -7.897 -0.536 0.553 -0.60 -0.18 0.29 0.0279